This record from the Open Molecules 2025 dataset describes 9 unconnected molecules or ions with the total composition C50H110BrF3N2O12S. The level of theory is ωB97M-V/def2-TZVPD.

The geometry in XYZ format:
```
179
Properties=species:S:1:pos:R:3:lowdin_charge:R:1
H -0.95 -5.32 0.57 0.104
H 1.86 3.68 3.32 0.113
H -0.64 4.88 2.53 0.103
H -2.35 -2.04 3.63 0.135
H -6.25 6.67 -2.73 0.083
H 0.52 -2.30 3.14 0.100
H 5.25 -11.53 -6.93 0.140
C -2.28 -9.59 6.22 -0.066
N 1.62 0.21 -0.47 -0.028
H 6.70 -8.23 -2.83 0.076
O -6.77 5.92 -2.40 -0.072
H -3.45 5.23 -7.11 0.081
H 0.59 8.11 5.40 0.083
H -7.21 7.25 0.66 0.084
C -1.28 -2.13 -0.01 -0.215
C 3.43 4.35 0.97 -0.210
C 5.86 0.88 0.77 -0.249
H 3.95 8.53 -2.80 0.080
H 2.62 7.94 -1.81 0.081
H -9.14 7.11 -2.59 0.081
H 3.40 5.59 5.42 0.079
H -5.09 7.09 -6.91 0.139
O 4.60 -4.98 0.93 -0.264
H -6.88 5.01 -5.55 0.082
C 5.01 -0.13 1.74 -0.158
H 2.56 -2.24 1.91 0.099
C 1.70 -4.21 2.73 -0.192
H -6.01 7.72 -0.56 0.085
H -3.24 -0.01 -2.31 0.148
H -2.51 0.59 0.47 0.074
H -5.96 6.10 0.13 0.066
H -9.12 7.86 -0.98 0.081
C -5.23 6.17 -6.33 -0.502
H 5.67 -4.08 -0.74 0.111
H -0.68 2.15 0.88 0.077
H 2.61 -6.91 -3.05 0.083
O 4.47 8.99 -0.22 -0.061
H -4.77 5.59 -4.52 0.087
H -6.67 1.99 1.88 0.131
C 6.76 -10.17 -6.20 -0.066
H -0.49 -7.75 6.23 0.095
C -6.72 5.89 -6.17 -0.067
C -8.49 7.49 -1.79 -0.062
H -8.14 5.54 -0.93 0.123
O 1.41 6.17 3.75 -0.084
H 4.27 -9.21 -6.97 0.074
H 6.65 7.48 -0.37 0.081
H 6.24 0.27 -0.19 0.113
Br -3.62 -3.76 1.37 0.719
C -0.82 -3.77 1.87 -0.639
O -1.04 -7.69 5.43 -0.079
H 5.47 -8.74 -8.21 0.080
C 1.81 4.13 0.98 -0.206
H 7.39 -9.35 -6.56 0.082
H 4.67 -3.81 2.82 0.142
H -1.85 -10.22 5.43 0.082
C -8.17 0.95 0.75 -0.063
H -1.63 -9.70 7.10 0.081
H 6.48 -5.71 -0.04 0.093
C 5.91 -4.70 0.25 -0.120
H 0.67 -1.47 1.13 0.122
H -0.68 3.39 3.70 0.109
O -8.35 3.13 1.73 -0.057
H 4.27 -8.76 -2.84 0.141
H -3.27 -9.98 6.48 0.081
S -1.97 -5.02 2.75 0.549
H 6.12 6.50 -1.76 0.079
H 1.30 2.27 2.20 0.101
H 2.21 -3.60 0.55 0.129
C -0.41 3.73 2.59 -0.202
H -4.42 -1.00 2.03 0.088
C -2.66 2.18 2.21 -0.189
H 7.15 -10.40 -8.73 0.090
C 4.56 7.73 -0.88 -0.507
H -3.53 3.00 2.22 0.119
H 0.97 5.07 5.41 0.134
H 5.24 3.48 2.05 0.119
H 1.54 -5.32 2.36 0.122
C -4.52 5.02 -7.01 -0.066
H -7.20 5.74 -7.14 0.079
H 1.71 7.06 3.53 0.101
C -6.79 2.87 -0.08 -0.061
H 3.74 4.55 -0.16 0.108
H -3.70 -0.02 3.47 0.125
C -1.36 2.89 1.50 -0.195
C 4.61 -7.74 -3.08 -0.498
C -0.77 -3.61 -0.52 -0.220
H 3.48 -6.78 -1.49 0.080
C 5.84 -10.68 -7.30 -0.501
H 3.76 2.32 2.20 0.085
H 2.35 -4.30 3.73 0.122
C -2.35 -8.14 5.77 -0.506
H 2.63 6.24 6.88 0.081
C 3.66 7.74 -2.10 -0.065
C 4.23 -3.78 1.71 -0.221
O 0.80 -0.80 -0.89 -0.135
H -6.07 2.20 -0.55 0.073
H -7.54 3.16 -0.82 0.080
H -9.04 3.34 1.08 0.091
H 4.07 1.81 -0.48 0.094
C 3.59 -6.73 -2.58 -0.059
C -2.49 -1.75 -1.04 -0.132
H 5.69 2.87 -0.40 0.113
H -6.27 3.79 0.21 0.069
H -1.22 -0.77 2.81 0.124
C -1.94 -2.60 1.45 -0.545
H 5.77 -1.00 2.05 0.075
H 3.75 5.33 1.55 0.112
C -3.18 0.81 1.41 -0.193
H 6.36 -6.51 -2.72 0.080
O -4.65 6.39 -5.05 -0.066
H 3.06 7.31 5.53 0.083
C 0.25 -3.44 3.06 -0.190
C -0.07 -1.07 0.28 -0.078
H -3.45 -1.42 -0.40 0.106
H 5.01 -6.76 -4.72 0.096
C 4.90 -9.59 -7.79 -0.065
C -7.43 2.22 1.13 -0.504
H 5.93 -7.58 -1.37 0.070
H -7.21 6.73 -5.66 0.077
H 6.81 1.26 1.34 0.104
H -2.97 -8.07 4.87 0.139
H -4.93 4.83 -8.01 0.080
C -2.93 -7.25 6.86 -0.064
O 1.43 1.22 -1.14 0.044
H 6.18 -9.82 -5.34 0.064
H -2.30 -7.27 7.76 0.082
C -6.64 6.90 -0.20 -0.059
H 4.15 -0.68 1.13 0.064
H 6.65 -4.10 0.94 0.099
H -8.98 1.16 0.04 0.083
C 2.63 -3.41 1.65 -0.175
H -3.94 -7.57 7.13 0.082
H -1.52 0.35 -1.62 0.125
H 6.39 8.25 -1.93 0.081
H -4.61 4.10 -6.42 0.082
H 4.81 -2.87 1.19 0.084
H 0.18 7.04 6.75 0.081
H -0.07 -3.84 4.12 0.103
H 3.70 6.78 -2.62 0.080
C 6.01 7.47 -1.26 -0.065
O 4.71 -7.66 -4.50 -0.071
C 1.31 6.08 5.17 -0.504
C 1.21 3.45 2.35 -0.228
H -1.75 3.72 0.73 0.123
O 6.63 -11.15 -8.39 -0.065
C 0.29 7.09 5.67 -0.062
F -0.34 -1.78 -3.47 0.017
C -2.18 -0.51 -2.07 -0.067
H 7.43 -10.97 -5.87 0.079
H -2.97 -6.21 6.52 0.078
C -1.58 -0.98 -3.54 -0.231
H 4.23 6.97 -0.17 0.111
H -8.64 0.49 1.63 0.082
H -2.50 1.88 3.33 0.099
C 4.95 2.17 0.21 -0.210
H 4.26 -9.96 -8.59 0.079
F -1.20 0.30 -4.24 -0.030
F -2.56 -1.66 -4.41 0.011
C 5.98 -7.50 -2.46 -0.069
H -4.25 1.12 0.97 0.102
N -0.28 -4.50 0.63 0.054
H 3.89 -5.71 -2.85 0.081
C 4.31 3.04 1.45 -0.216
C -7.56 6.39 -1.30 -0.506
H 4.77 9.68 -0.84 0.091
C 2.68 6.32 5.79 -0.061
H -0.69 6.92 5.20 0.080
H -2.88 -2.68 -1.68 0.148
H -7.49 0.22 0.30 0.077
H -7.93 8.33 -2.21 0.083
H -0.43 -0.01 0.67 0.118
O -0.74 -4.18 -1.72 -0.006
H 1.32 5.22 0.91 0.116
H -1.18 -5.89 3.52 -0.101
C -3.44 -0.47 2.39 -0.209
H 1.42 3.57 0.00 0.105
C -2.15 -1.46 2.61 -0.178
H 4.61 0.36 2.73 0.074
```

For the frontier orbital gap, the calculation gives 8.1 eV. As for the charge: 0. The LUMO energy comes out at -0.86 eV. The calculation puts the molar mass at 1100.4 g mol⁻¹. The max |F| is 8.29 eV/A. The electronic energy is -170196.9400 eV. Its spin multiplicity is 1.


This record from the Open Molecules 2025 dataset describes a molecular structure, C50H112CdN7O19. The level of theory is ωB97M-V/def2-TZVPD.

The geometry in XYZ format:
```
189
Properties=species:S:1:pos:R:3:lowdin_charge:R:1
H 0.80 5.92 3.59 0.106
C 0.80 4.45 -3.27 -0.217
H 5.96 2.38 -2.20 0.122
H -0.48 -5.94 -3.70 0.087
C 0.35 0.22 0.92 -0.450
C -3.82 -0.27 -2.40 -0.242
C -1.25 3.76 -4.44 -0.202
C 0.11 4.68 -1.95 -0.210
H -3.36 -0.10 -3.38 0.109
H 9.82 0.48 -9.12 0.085
H -6.06 0.46 1.15 0.077
C 3.79 1.27 -3.28 -0.095
H 0.17 -6.46 -2.09 0.092
H 0.13 2.12 -0.14 0.059
H -0.86 -5.98 3.38 0.106
H -2.15 -0.17 -1.11 0.105
H -6.13 -6.37 7.96 0.086
C 9.02 1.80 -7.06 -0.245
H 1.47 6.83 -1.49 0.082
C 0.87 3.36 5.96 -0.364
C -1.18 -2.72 -1.32 -0.195
C -6.11 -3.00 2.96 -0.210
H -7.67 -5.34 6.54 0.121
N 7.47 2.06 -5.18 -0.054
C 0.08 -4.17 1.68 -0.208
H 1.65 5.11 -3.43 0.115
O 0.96 6.17 8.14 0.045
C -0.71 -6.12 -2.64 -0.111
O -4.40 1.45 0.36 -0.209
H 9.30 2.97 -5.28 0.119
H 2.38 -2.79 1.39 0.090
C 7.34 2.08 -3.73 -0.224
C -1.94 -7.29 2.32 -0.195
H 2.89 0.43 1.71 0.049
H -2.10 1.81 1.02 0.096
H -3.81 3.64 3.57 0.103
H 5.46 -3.32 -1.11 0.084
H -0.29 -3.18 1.39 0.084
C -2.80 -0.95 -1.51 -0.206
H -0.45 -2.09 -0.81 0.090
C -7.13 -4.24 4.78 -0.219
H -1.96 -4.76 1.58 0.120
C 3.54 4.98 0.24 -0.134
H -6.37 1.90 0.14 0.094
O -5.64 -5.42 6.20 -0.179
N -6.15 -3.21 4.41 -0.054
H -1.21 -0.18 -5.29 0.084
H 7.00 1.23 -5.52 0.108
H -3.30 -1.35 -0.62 0.113
H -1.78 3.89 -5.40 0.120
H -6.85 -3.83 6.87 0.128
H -0.19 -3.58 -3.04 0.129
N -0.07 4.61 -4.43 -0.042
H 2.85 2.88 1.66 0.108
H -0.72 6.79 1.23 0.089
C 8.82 0.20 -8.76 -0.125
H -7.11 -2.71 2.63 0.119
H -0.06 0.78 -1.20 0.047
H 7.66 1.12 -3.30 0.122
C 8.88 2.01 -5.59 -0.230
H -4.46 -6.55 7.49 0.086
C -2.75 -1.71 2.40 -0.113
H 1.39 -2.60 -0.06 0.054
C 4.45 1.55 1.04 -0.212
H 1.56 1.20 -0.60 0.066
H -1.83 -2.29 2.37 0.065
N -0.82 -6.34 2.44 -0.056
H -2.52 -2.51 -2.86 0.119
H -1.07 -8.02 0.47 0.130
H -2.88 -6.75 2.52 0.119
C 0.94 4.09 7.12 0.004
N -2.06 3.20 2.62 -0.047
H -2.76 3.38 0.61 0.113
H 6.89 -2.30 -0.70 0.082
H -2.08 -9.88 -0.76 0.087
H -5.30 -1.56 1.60 0.109
H -2.67 -1.05 3.28 0.097
O -3.81 -2.62 2.52 -0.188
H 3.31 0.44 -3.80 0.087
H 5.54 1.48 1.12 0.122
H 0.69 7.22 -3.04 0.084
C 0.50 7.03 -1.98 -0.125
O 8.65 0.47 -7.39 -0.189
H 3.20 2.18 -3.38 0.076
H -2.22 6.53 0.38 0.090
O 0.71 2.07 5.95 -0.249
H -8.13 -3.80 4.72 0.119
H 6.76 -3.94 -0.06 0.084
H -2.81 -1.07 1.51 0.066
C -5.07 -1.97 2.59 -0.224
H 0.48 -4.04 -1.56 0.105
H -6.10 0.51 -3.31 0.089
C -0.97 -5.25 1.49 -0.212
H -1.33 5.16 1.13 0.064
H 9.46 1.26 -5.03 0.123
H 8.05 0.70 -9.36 0.089
H 1.28 3.46 -3.23 0.102
O -2.37 6.44 2.42 -0.169
H -2.57 -7.13 0.25 0.118
H -1.80 -3.10 -0.48 0.120
H 0.47 4.45 -5.27 0.107
O 0.97 7.47 5.71 0.046
H -6.75 -1.10 -3.64 0.085
Cd 0.84 1.30 4.02 1.442
H 4.19 5.65 0.82 0.090
O 0.80 3.33 3.53 -0.242
H -2.42 4.40 4.29 0.123
H -1.98 4.15 -3.72 0.118
O -4.98 -1.05 -2.55 -0.178
C 0.50 1.10 -0.32 -0.074
H 5.63 3.35 -3.72 0.127
H 5.63 -0.72 0.07 0.110
O 1.04 0.72 1.99 -0.434
H 0.69 -0.79 0.63 0.064
C 0.96 5.52 7.09 -0.359
H -5.25 -3.64 4.64 0.105
H -4.14 5.85 3.27 0.120
H 8.01 2.83 -3.31 0.119
H -1.81 -8.10 3.03 0.120
C -2.88 4.17 3.33 -0.186
C 1.96 -3.33 0.53 -0.131
O -2.83 -9.04 0.98 -0.183
O 4.02 3.68 0.19 -0.206
C -5.73 1.01 0.27 -0.102
C -2.06 -7.85 0.91 -0.249
C -1.63 6.20 1.24 -0.110
C -2.68 2.64 1.42 -0.201
C -6.84 -4.70 6.20 -0.256
O 1.21 -4.45 0.87 -0.169
H 0.10 7.94 -1.54 0.089
H 4.44 3.40 2.23 0.131
H 3.79 0.92 -2.24 0.069
H -4.95 -5.02 8.13 0.091
C -5.83 -0.53 -3.53 -0.131
O 5.50 -2.60 0.81 -0.208
H 8.73 -0.88 -8.89 0.086
C 6.19 -3.06 -0.34 -0.115
H 0.76 3.60 8.07 0.111
C -1.05 2.28 -4.17 -0.246
C 0.98 6.24 5.75 -0.365
H 4.21 1.31 0.00 0.093
H -7.08 -5.13 4.14 0.121
H 0.84 4.52 -1.14 0.114
H -4.80 2.75 1.91 0.116
C -0.26 0.28 -5.01 -0.118
H 10.05 2.02 -7.37 0.120
C 5.91 2.38 -3.30 -0.225
C -4.05 2.00 1.61 -0.222
H -0.87 -5.58 0.45 0.102
O -0.24 1.68 -5.14 -0.172
C 0.88 4.08 4.58 -0.380
H -0.67 2.15 -3.14 0.102
H 3.49 5.40 -0.77 0.074
H -5.36 -0.54 -4.53 0.088
H -3.81 5.22 1.65 0.112
C -5.29 -5.84 7.48 -0.125
H 2.83 -3.62 -0.07 0.089
H 0.35 -4.10 2.74 0.130
H -5.88 -3.95 2.44 0.123
H -2.04 1.79 -4.13 0.114
H 5.48 -0.61 2.56 0.119
O -1.33 -5.01 -2.03 -0.182
H -3.64 -10.48 -0.19 0.084
H -1.45 -6.93 -2.61 0.082
C -3.03 -9.59 -0.30 -0.129
H -0.72 4.02 -1.72 0.111
C 4.88 -1.33 0.58 -0.225
N -2.00 -1.93 -2.21 -0.041
H 8.37 2.48 -7.63 0.127
H 0.55 -0.12 -5.63 0.086
H 2.56 5.06 0.74 0.086
H 3.99 -1.44 2.55 0.110
O 5.08 1.37 -3.83 -0.187
C 3.92 2.92 1.39 -0.199
H -4.06 1.22 2.39 0.120
C 0.91 5.45 4.56 0.003
H 3.98 -1.49 -0.03 0.114
H -5.88 0.40 -0.62 0.073
C 4.58 -0.73 1.95 -0.207
N 3.88 0.55 1.94 -0.064
H -0.74 0.11 1.10 0.073
C -0.50 -3.88 -2.03 -0.230
H -0.03 -0.05 -3.99 0.078
H -3.56 -8.90 -0.97 0.086
O -0.41 5.99 -1.77 -0.193
H -3.99 0.73 -1.97 0.112
C -3.36 5.45 2.62 -0.215
H -5.05 -1.19 3.36 0.125
H -1.20 3.59 2.25 0.068
```

For the frontier orbital gap, the calculation gives 6.7 eV. As for the charge: -1. The LUMO energy comes out at 1.78 eV. The calculation puts the molar mass at 1227.9 g mol⁻¹. The max |F| is 1.51 eV/A. The electronic energy is -107555.7617 eV. Its spin multiplicity is 1.